79
Properties=species:S:1:pos:R:3:forces:R:3 method="wB97M-V/def2-TZVPD" charge=+1 e_above_lowest_kcal_mol=35.1 energy_ha=-10928.568969 spin_multiplicity=4 orbital_gap_ev="5.98 / 6.23"
V -0.248 0.603 1.129 -0.164 -0.452 -1.590
O 2.247 -2.885 7.214 -0.109 0.143 -0.045
N 1.739 -1.812 6.964 0.173 -0.186 0.331
O 1.383 -1.007 7.801 -0.001 0.026 -0.134
C 1.576 -1.468 5.540 0.117 -0.144 -0.559
C 2.314 -2.200 4.672 -0.025 -0.015 0.485
C 2.254 -1.979 3.272 -0.318 0.311 -0.319
C 3.012 -2.712 2.345 -0.021 0.067 -0.018
C 2.898 -2.400 1.015 0.081 -0.145 0.112
C 2.017 -1.394 0.619 -0.047 0.019 -0.022
N 1.257 -0.711 1.464 1.523 -0.832 0.429
C 1.384 -0.993 2.784 0.315 -0.365 0.040
C 0.574 -0.240 3.692 0.021 -0.070 0.559
N -0.280 0.655 3.121 0.211 -0.029 1.971
C -1.010 1.410 3.936 -0.045 -0.025 -0.047
C -0.951 1.312 5.319 0.082 -0.155 0.105
C -0.129 0.382 5.908 -0.110 0.114 -0.093
C 0.676 -0.434 5.089 -0.089 0.065 -0.143
H 2.969 -2.967 5.060 -0.015 -0.014 0.022
H 3.668 -3.500 2.691 0.034 0.009 -0.021
H 3.469 -2.925 0.263 -0.009 -0.002 0.000
H 1.920 -1.144 -0.431 -0.067 0.034 0.014
H -1.686 2.123 3.489 0.028 -0.008 -0.090
H -1.570 1.966 5.917 -0.008 -0.029 0.032
H -0.096 0.284 6.978 0.031 -0.011 0.046
Se -2.081 3.489 -1.998 0.043 -0.057 -0.049
P -0.537 2.206 -2.673 -0.083 -0.109 0.143
Se 0.449 0.883 -1.172 0.658 0.148 -1.410
C 0.803 3.110 -3.518 -0.084 -0.104 0.205
C 2.127 2.688 -3.463 0.015 0.032 -0.073
C 3.101 3.390 -4.157 0.002 0.001 -0.015
C 2.752 4.499 -4.914 0.072 0.011 -0.019
C 1.431 4.919 -4.969 -0.020 -0.011 -0.010
C 0.455 4.231 -4.266 0.029 0.002 -0.029
C -1.163 1.056 -3.960 0.069 -0.018 0.224
C -2.248 1.443 -4.737 -0.042 -0.014 -0.024
C -2.746 0.590 -5.712 0.038 -0.018 -0.031
C -2.171 -0.657 -5.903 -0.033 -0.038 -0.023
C -1.079 -1.043 -5.137 0.042 -0.027 0.030
C -0.566 -0.186 -4.173 -0.031 0.017 -0.113
H 2.400 1.822 -2.877 -0.008 0.006 0.022
H 4.134 3.072 -4.104 -0.001 -0.008 -0.020
H 3.516 5.037 -5.460 -0.012 0.021 0.005
H 1.161 5.786 -5.557 -0.004 0.005 0.007
H -0.575 4.566 -4.284 0.008 0.010 0.003
H -2.709 2.409 -4.569 -0.012 -0.013 0.029
H -3.581 0.899 -6.327 -0.025 0.013 0.032
H -2.566 -1.327 -6.657 -0.002 0.005 -0.008
H -0.618 -2.010 -5.300 0.016 0.029 -0.019
H 0.304 -0.473 -3.596 -0.041 -0.028 0.039
Br -3.934 1.177 0.992 0.013 0.131 0.050
C -2.646 2.533 1.230 0.243 -0.205 -0.189
C -3.110 3.801 1.535 -0.045 0.075 0.032
C -2.189 4.812 1.721 0.030 -0.049 -0.037
C -0.843 4.519 1.566 0.233 0.102 -0.021
C -0.474 3.237 1.234 -0.227 0.057 -0.112
N -1.352 2.219 1.091 -1.864 2.319 0.296
H -4.171 3.982 1.618 -0.009 -0.039 -0.017
H -2.516 5.816 1.954 -0.005 0.000 0.027
H -0.085 5.280 1.679 0.009 0.005 -0.033
H 0.568 2.995 1.034 -0.003 0.002 0.087
N -2.471 -1.145 -1.269 -0.142 -0.102 -0.211
C -1.778 -1.909 -0.439 0.041 -0.006 0.109
S -1.539 -1.408 1.185 -0.607 -0.808 0.083
N -1.322 -3.078 -0.920 -0.020 0.002 -0.012
C -0.486 -4.035 -0.270 0.123 0.074 0.108
C 0.631 -4.497 -0.957 -0.014 0.092 -0.027
C 1.478 -5.418 -0.361 -0.009 -0.023 -0.041
C 1.211 -5.880 0.919 0.039 -0.047 0.030
C 0.079 -5.440 1.589 -0.005 0.059 -0.022
C -0.779 -4.525 0.997 -0.050 -0.002 -0.089
H -2.848 -0.275 -0.931 0.079 0.125 0.001
H -2.556 -1.346 -2.254 0.069 0.052 -0.016
H -1.463 -3.240 -1.908 -0.063 -0.020 -0.015
H 0.835 -4.133 -1.957 0.018 0.033 0.016
H 2.345 -5.772 -0.902 -0.006 -0.023 0.004
H 1.871 -6.600 1.384 -0.002 -0.005 -0.005
H -0.154 -5.821 2.575 0.005 -0.014 -0.001
H -1.678 -4.211 1.502 -0.018 0.053 0.042


68
Properties=species:S:1:pos:R:3:forces:R:3 method="wB97M-V/def2-TZVPD" e_above_lowest_kcal_mol=20.2 energy_ha=-2060.035024 orbital_gap_ev=7.89
O 3.910 3.267 2.018 6.227 4.045 -2.601
C 2.955 2.674 2.288 -2.339 -2.784 6.441
C 2.732 2.365 3.689 -0.733 0.158 2.627
C 1.586 1.845 4.167 0.588 0.936 -2.238
C 1.296 1.764 5.528 -5.803 -6.022 3.600
C 0.285 0.605 5.996 -0.108 1.203 0.592
C -0.159 0.334 7.369 9.107 10.071 -6.752
C 0.686 1.045 8.270 -2.618 0.439 -0.673
C 1.552 2.078 8.007 -0.386 -0.817 -1.258
C 1.760 2.349 6.629 0.452 -0.327 2.593
H 2.532 2.970 6.558 2.946 3.292 -0.907
H 2.006 2.617 8.875 -0.338 -0.452 -1.273
O 0.282 0.978 9.498 -3.054 -5.350 5.083
H -0.353 -0.050 9.672 2.986 4.896 -0.787
H -0.559 -0.484 7.444 -4.837 -8.460 1.763
H -0.175 -0.060 5.249 0.371 0.566 0.023
O 0.562 1.441 3.319 -0.703 -0.419 4.049
C 0.791 1.515 2.082 2.949 -0.953 -5.450
C -0.001 0.852 1.082 -5.154 -1.466 13.939
C 0.000 1.022 -0.120 4.683 4.441 -13.059
C 1.250 1.828 -0.711 -5.940 -4.050 -0.037
C 2.065 2.199 0.301 1.726 1.204 -9.877
C 1.997 2.042 1.567 -4.119 -1.318 4.183
O 3.059 2.857 -0.271 6.249 2.752 0.351
H 4.032 3.188 0.317 -4.902 -1.675 -1.167
H 1.272 1.893 -1.860 0.601 0.507 2.400
O -1.005 0.709 -0.994 2.032 -2.561 1.962
C -0.654 0.289 -2.365 -16.567 7.042 4.737
O -0.960 1.659 -2.912 2.949 -1.809 -2.057
C -2.260 2.154 -3.277 2.525 -1.641 -1.059
C -2.741 2.687 -2.016 -2.885 7.991 -1.582
O -3.282 1.907 -1.148 -2.758 -4.065 3.516
H -2.672 1.251 -0.770 0.172 0.497 -0.209
H -3.690 3.528 -2.346 2.204 -2.260 0.616
H -2.108 3.459 -1.478 0.396 -0.914 -1.267
C -3.051 0.923 -3.930 -4.625 9.879 1.673
O -3.407 1.720 -5.229 -4.520 -6.998 0.580
H -4.253 0.858 -5.524 3.725 4.321 0.541
C -2.330 -0.224 -4.141 2.341 -4.703 0.378
O -3.245 -1.243 -4.521 -4.710 11.277 2.070
H -2.992 -1.999 -4.718 4.612 -10.655 -2.801
C -1.889 -0.747 -2.615 12.164 5.727 -11.647
O -1.162 -1.845 -2.947 -0.781 -1.023 -1.763
C -0.830 -2.452 -1.840 9.943 -4.966 -2.862
O 0.456 -2.019 -1.145 -4.930 0.279 -1.509
C 1.495 -2.578 -1.887 3.651 0.486 3.489
H 2.045 -2.849 -0.950 1.241 0.122 -1.396
H 1.981 -1.779 -2.445 0.290 -0.207 -0.246
C 1.290 -3.860 -2.648 -4.301 1.453 1.137
O 1.943 -4.985 -2.160 7.265 7.520 -11.500
H 1.589 -5.407 -1.569 -6.795 -6.747 10.202
C 1.446 -3.526 -4.128 -3.763 -1.573 -2.808
O 2.792 -3.241 -4.549 -4.755 3.839 -2.527
H 3.132 -3.863 -4.044 4.233 -4.682 3.393
H 0.621 -2.661 -4.475 2.620 -2.110 1.195
H 0.935 -4.557 -4.632 1.751 2.527 0.574
C -0.298 -3.913 -2.301 -4.226 -3.517 -0.356
O -0.472 -4.928 -1.148 3.815 2.492 -1.930
H -1.354 -5.140 -1.004 -2.553 -0.309 0.006
H -1.194 -4.461 -3.215 3.149 2.023 2.291
H -1.558 -2.492 -1.249 -5.543 -0.377 5.694
H -2.645 -0.777 -2.109 -8.120 -0.599 6.361
H -1.471 -0.009 -4.950 -1.539 -0.838 2.095
H -4.022 0.938 -3.108 2.284 -0.970 -2.811
H -2.079 3.039 -4.008 -0.334 -1.868 0.953
H 0.204 0.130 -2.601 10.162 -2.634 -2.363
H -1.025 0.497 1.575 2.087 0.181 -1.061
H 3.355 2.672 4.554 0.243 -0.046 -1.270


13
Properties=species:S:1:pos:R:3:forces:R:3 method="wB97M-V/def2-TZVPD" charge=-1 e_above_lowest_kcal_mol=14.6 energy_ha=-667.220026 orbital_gap_ev=7.68
C 1.914 0.679 -0.071 -0.610 -0.166 0.384
S 0.797 1.961 0.562 -0.034 0.511 -0.254
C -0.818 1.212 0.376 -0.441 -1.144 -0.135
H 2.681 0.599 0.687 0.601 0.064 -0.243
H 2.251 0.898 -1.073 0.433 0.283 -0.104
H 1.423 -0.287 -0.128 -0.393 -0.082 0.122
H -0.746 0.226 0.815 -0.111 -0.246 0.168
H -1.591 1.744 0.915 0.110 0.506 0.226
H -1.201 0.994 -0.625 0.478 0.417 -0.128
O 0.002 -1.667 -0.564 0.474 -0.131 -0.103
C -0.947 -2.416 -0.264 -0.834 -0.006 0.236
O -2.166 -2.244 -0.465 0.015 -0.014 -0.079
H -0.716 -3.362 0.303 0.313 0.010 -0.089


81
Properties=species:S:1:pos:R:3:forces:R:3 method="wB97M-V/def2-TZVPD" charge=-1 e_above_lowest_kcal_mol=0.0 energy_ha=-6530.118359 spin_multiplicity=4 orbital_gap_ev="6.40 / 7.87"
V -0.003 0.978 -0.158 0.144 0.021 -0.014
C 3.116 -5.438 2.572 0.004 0.003 -0.005
C 3.120 -4.138 1.817 -0.005 0.004 0.009
C 4.220 -3.760 1.052 -0.010 0.016 -0.007
C 4.199 -2.594 0.302 0.023 -0.021 -0.013
C 3.066 -1.795 0.320 -0.019 0.028 0.011
C 1.970 -2.133 1.104 0.027 0.002 -0.010
C 2.006 -3.303 1.844 -0.001 -0.015 0.014
S 3.001 -0.377 -0.743 -0.007 -0.006 -0.023
O 2.284 -0.759 -1.933 0.003 0.008 0.015
O 4.359 0.085 -0.919 0.020 0.018 0.020
N 2.102 0.718 0.020 0.033 -0.029 -0.021
C 2.663 1.506 1.022 0.023 -0.020 0.028
C 3.848 1.308 1.700 -0.019 0.002 -0.038
C 4.297 2.237 2.659 0.006 0.015 0.017
C 3.595 3.370 2.960 0.017 -0.006 0.004
C 2.363 3.602 2.309 -0.036 -0.029 -0.023
C 1.548 4.731 2.547 -0.003 0.006 -0.012
C 0.359 4.871 1.890 0.000 0.020 0.015
C -0.052 3.863 1.000 0.004 -0.032 -0.002
N 0.690 2.808 0.755 -0.056 0.004 0.014
C 1.896 2.663 1.370 0.033 0.026 0.026
H 4.131 -5.786 2.770 -0.001 -0.001 0.000
H 2.607 -6.209 1.988 0.002 -0.005 0.004
H 2.591 -5.343 3.522 -0.004 -0.001 -0.002
H 5.101 -4.392 1.034 -0.001 -0.001 -0.003
H 5.050 -2.301 -0.299 -0.001 0.003 0.001
H 1.099 -1.494 1.152 -0.033 0.008 -0.012
H 1.146 -3.563 2.450 -0.002 0.003 -0.009
H 4.459 0.446 1.482 0.002 -0.005 -0.006
H 5.236 2.039 3.162 0.000 0.000 -0.001
H 3.958 4.084 3.689 0.000 -0.003 0.003
H 1.880 5.477 3.260 -0.001 0.000 0.001
H -0.285 5.723 2.056 0.004 0.001 0.005
H -1.014 3.903 0.501 0.001 -0.001 -0.011
O -6.001 -0.824 3.704 0.005 -0.003 -0.003
N -6.147 0.122 2.951 -0.020 -0.003 0.028
O -7.203 0.716 2.805 0.000 0.001 -0.009
C -4.994 0.572 2.186 0.015 0.004 -0.023
C -3.769 -0.067 2.358 -0.007 -0.001 0.007
C -2.672 0.360 1.643 0.014 -0.009 -0.006
C -2.771 1.416 0.675 -0.019 0.005 -0.035
O -1.829 1.725 -0.137 -0.060 0.024 0.075
C -4.030 2.058 0.620 -0.037 0.063 0.153
C -5.141 1.635 1.324 0.009 0.000 0.010
N -4.207 3.210 -0.258 0.216 -0.259 -0.475
O -3.284 3.995 -0.380 -0.083 0.095 0.175
O -5.266 3.312 -0.853 -0.099 0.095 0.159
N -1.455 -0.317 1.826 -0.035 0.014 -0.003
O -0.312 0.373 1.627 -0.013 0.005 -0.001
O -1.390 -1.413 2.427 0.005 0.008 -0.001
H -3.662 -0.897 3.038 -0.007 0.000 0.000
H -6.092 2.128 1.200 -0.004 0.003 -0.001
Br 2.067 -5.437 -1.701 0.002 -0.012 -0.006
C 0.321 -4.756 -1.411 -0.004 0.000 0.008
C -0.728 -5.636 -1.201 -0.006 0.009 -0.005
N -1.972 -5.224 -0.974 0.006 -0.004 0.008
C -2.191 -3.911 -0.945 0.010 -0.018 -0.011
C -1.195 -2.963 -1.141 0.026 -0.030 -0.079
C 0.100 -3.393 -1.390 -0.002 0.003 0.003
C -1.513 -1.494 -1.045 -0.066 0.049 0.257
O -2.675 -1.113 -1.039 0.038 0.006 -0.103
O -0.458 -0.757 -0.938 -0.023 -0.034 -0.074
H -0.556 -6.706 -1.217 0.000 -0.001 0.004
H -3.203 -3.578 -0.749 -0.003 0.002 0.000
H 0.891 -2.672 -1.558 0.001 -0.002 0.018
N 1.289 2.480 -3.951 0.015 0.001 0.003
C 1.377 2.220 -2.629 0.009 0.007 0.001
N 0.250 1.794 -2.129 -0.041 -0.038 -0.054
C -0.649 1.734 -3.194 0.033 0.015 -0.029
C -1.972 1.300 -3.239 0.005 -0.002 0.003
C -2.606 1.350 -4.465 -0.001 -0.002 -0.005
C -1.953 1.810 -5.619 -0.004 -0.003 0.003
C -0.636 2.226 -5.587 0.006 -0.002 -0.003
C -0.002 2.172 -4.352 -0.023 -0.004 0.009
H 2.055 2.756 -4.537 -0.001 0.000 0.001
H 2.291 2.332 -2.068 -0.002 0.001 0.006
H -2.461 0.917 -2.355 -0.004 0.002 0.011
H -3.632 1.017 -4.540 0.000 -0.001 0.005
H -2.491 1.831 -6.558 0.001 0.002 0.000
H -0.127 2.568 -6.479 0.001 0.000 0.001